The following is a quantum chemistry calculation of a molecular structure, C17H37CuN2O2S3Si, from the OMol25 dataset.

HOMO energy in eV: -8.0
Frontier orbital gap in Eh: 0.2908
Total energy in a.u.: -4054.5328
Maximum force in eV/Å: 0.48

Geometry as XYZ:
```
63
Properties=species:S:1:pos:R:3:forces:R:3
Cu 1.403277 1.088406 1.964895 -0.15 0.36 -0.22
S 4.228471 0.798642 3.640480 -0.06 0.03 -0.01
C 2.845423 0.929845 3.006835 0.30 -0.18 0.34
C 3.690252 3.947618 0.340509 -0.03 0.02 0.00
Si 2.704999 2.622402 -0.564396 0.07 -0.02 0.01
C 3.911897 1.251123 -1.045756 -0.01 0.02 -0.01
C 2.053853 3.389262 -2.163380 0.01 -0.01 0.01
O 1.483837 2.055656 0.304468 -0.09 -0.03 0.00
H 4.521537 4.324426 -0.261400 0.00 -0.01 -0.01
H 4.104110 3.556647 1.273997 -0.01 -0.02 0.00
H 3.048346 4.794934 0.595226 0.01 0.00 0.00
H 4.553699 1.534932 -1.884322 0.01 0.01 0.01
H 3.359616 0.351788 -1.333212 0.02 0.01 -0.02
H 4.559518 0.981426 -0.207022 -0.02 -0.01 0.01
H 2.789764 4.062130 -2.611472 0.00 -0.02 -0.03
H 1.147600 3.968700 -1.968874 0.01 0.01 0.02
H 1.811671 2.625945 -2.908882 -0.01 0.00 0.00
C -1.767718 -2.850599 -1.217253 0.00 0.00 0.00
C -0.971605 -2.473931 -2.464674 0.00 0.00 0.00
C -0.720572 -0.975825 -2.641796 0.02 -0.01 0.04
C 0.328031 -0.379552 -1.700737 0.04 0.03 -0.02
N -0.049991 -0.353459 -0.300163 -0.23 -0.12 -0.06
C -0.791066 0.596818 0.263505 0.19 0.02 0.04
S -0.919620 0.649287 1.986004 0.04 -0.02 0.01
N -1.397979 1.489297 -0.509983 -0.14 -0.03 -0.05
C -2.029307 2.706853 -0.012053 0.00 -0.01 -0.01
C -3.502429 2.529576 0.344903 0.00 0.01 0.02
C -4.463540 2.568223 -0.841018 0.01 -0.01 -0.01
C -4.243035 1.469838 -1.877683 -0.01 0.01 0.00
H -2.026397 -3.910579 -1.231378 0.00 -0.01 0.00
H -2.698530 -2.280917 -1.165244 -0.01 0.00 -0.01
H -1.216304 -2.648208 -0.300514 0.03 0.02 0.00
H -1.513510 -2.832620 -3.343355 0.00 0.00 -0.01
H -0.010487 -2.998986 -2.466465 -0.01 0.00 0.00
H -1.671686 -0.442538 -2.536867 -0.01 0.01 0.00
H -0.373782 -0.792510 -3.662494 0.00 0.01 0.00
H 0.600237 0.636058 -2.011959 0.01 -0.01 0.02
H 1.244956 -0.968502 -1.759801 -0.01 0.00 -0.01
H 0.495872 -0.914115 0.348013 -0.05 -0.10 0.02
H -1.205831 1.447002 -1.496460 0.05 0.01 0.00
H -1.909311 3.462709 -0.791377 -0.02 0.01 -0.01
H -1.455800 3.036252 0.851852 -0.01 0.01 0.02
H -3.774255 3.322590 1.046196 0.00 0.01 -0.01
H -3.610924 1.587857 0.889574 0.01 0.01 0.01
H -4.390487 3.545083 -1.330057 -0.01 0.00 0.01
H -5.485081 2.495562 -0.459237 0.00 0.00 0.00
H -3.310975 1.613346 -2.427891 0.00 -0.01 0.00
H -5.048898 1.460013 -2.612654 0.00 0.00 0.00
H -4.203326 0.485681 -1.404975 0.01 0.00 -0.01
O 1.739318 -1.765535 1.447827 0.05 -0.07 -0.05
S 1.867856 -2.514676 2.745072 -0.02 0.07 -0.07
C 1.899363 -4.283707 2.276119 -0.01 0.00 0.00
C 0.670680 -4.961142 2.873939 -0.01 0.01 0.01
C -0.434488 -3.908333 2.864268 -0.01 0.00 0.01
C 0.200562 -2.657034 3.453136 0.01 0.02 -0.04
H 2.848595 -4.723764 2.575290 0.00 0.00 0.01
H 1.853030 -4.239900 1.186789 0.01 0.00 0.00
H 0.872880 -5.270216 3.902360 0.01 -0.01 0.00
H 0.406223 -5.856214 2.310189 -0.01 0.01 -0.01
H -1.305600 -4.219773 3.440837 -0.01 0.01 -0.01
H -0.766173 -3.712082 1.842099 0.02 0.00 0.00
H 0.321676 -2.731689 4.535799 0.02 -0.02 0.00
H -0.298471 -1.719512 3.204593 -0.01 -0.01 0.02
```
Forces are in eV/Å.

The following is a quantum chemistry calculation of a molecular structure, C29H21Br2CaN2OS4, from the OMol25 dataset.

HOMO energy in eV: -4.6
Frontier orbital gap in Eh: 0.2567
Charge: -1
Total energy in a.u.: -8721.1497
Maximum force in eV/Å: 0.39
Energy above the lowest of the compared OMol25 structures with the same formula, charge and spin in kcal per mole: 0.0

Geometry as XYZ:
```
60
Properties=species:S:1:pos:R:3:forces:R:3
Ca -0.438017 -0.129643 -0.622839 -0.17 0.27 -0.18
S -2.296255 -1.998786 -1.613898 0.02 -0.30 0.19
C -1.556033 -3.280742 -0.644489 0.24 0.23 -0.19
C -2.320210 -4.103680 0.186982 -0.12 -0.04 0.05
C -1.748977 -5.088805 0.974252 0.06 -0.01 -0.01
C -0.374455 -5.293075 0.954418 -0.04 0.04 -0.02
C 0.412729 -4.501768 0.130279 0.03 -0.05 0.02
C -0.159809 -3.512556 -0.653750 -0.23 0.16 -0.04
S 0.787116 -2.463883 -1.738921 0.01 -0.15 -0.13
C 2.386580 -2.323969 -0.932938 0.06 0.04 0.06
C 2.416505 -1.561208 0.375154 0.03 -0.04 -0.04
C 3.643869 -1.209491 0.916361 0.01 0.01 0.07
C 3.669416 -0.563284 2.141223 -0.02 -0.01 -0.04
C 2.478986 -0.331368 2.803869 0.01 -0.01 -0.01
C 1.288616 -0.714006 2.197140 -0.08 -0.03 -0.01
C -0.003094 -0.542657 2.963445 0.04 -0.02 -0.01
S -1.520170 -0.950405 2.045949 0.13 0.01 -0.05
C -2.490725 0.495932 2.392226 -0.08 -0.17 0.10
C -3.709517 0.297809 3.039681 0.01 0.01 0.00
C -4.554679 1.359960 3.304741 0.02 0.05 -0.02
C -4.152575 2.639906 2.929272 -0.06 -0.06 0.04
C -2.943926 2.836918 2.292858 0.08 0.04 -0.04
C -2.074110 1.774120 1.981808 0.03 0.14 -0.07
S -0.587619 2.090250 1.115735 -0.05 0.06 0.14
N 1.264396 -1.280120 0.987557 0.05 0.02 0.12
H -3.389397 -3.933771 0.216198 0.01 0.00 0.00
H -2.377328 -5.696257 1.614655 -0.01 0.01 0.00
H 0.079529 -6.057980 1.571575 0.02 0.00 0.00
H 1.483992 -4.659781 0.105767 0.00 -0.02 0.01
H 3.005389 -1.797088 -1.662301 -0.04 0.04 -0.02
H 2.844663 -3.303996 -0.782777 0.00 0.00 -0.01
H 4.554854 -1.428475 0.375242 0.01 0.00 0.00
H 4.609843 -0.250124 2.577142 0.00 0.00 0.00
H 2.458582 0.153384 3.770965 -0.01 -0.01 0.00
H -0.086351 0.491756 3.292052 0.01 0.00 0.00
H 0.043756 -1.186549 3.845179 -0.01 0.01 0.00
H -3.983703 -0.708862 3.330304 0.00 0.00 0.00
H -5.503715 1.196471 3.798458 0.00 0.00 0.00
H -4.792551 3.490645 3.133103 0.00 0.00 0.00
H -2.639184 3.831788 1.992045 -0.02 0.00 0.01
C -3.479458 1.647205 -1.499577 -0.03 0.01 0.00
C -2.408316 2.190595 -2.397138 -0.07 0.00 0.02
C -2.686196 3.218901 -3.325179 -0.04 -0.04 0.06
C -1.684990 3.719321 -4.099742 0.08 0.00 -0.02
C -0.372609 3.216266 -3.963459 0.01 0.10 -0.08
C 0.746292 3.666639 -4.710055 -0.12 0.01 0.02
Br 0.545242 5.043420 -6.013012 0.01 -0.02 0.01
C 1.979003 3.123966 -4.508164 0.05 -0.02 0.01
C 2.160101 2.116840 -3.551927 0.03 0.09 -0.09
Br 3.903946 1.407693 -3.318456 0.00 -0.03 0.03
C 1.129754 1.612895 -2.757840 0.17 -0.13 0.06
O 1.283473 0.709578 -1.871499 -0.03 -0.09 0.10
C -0.178201 2.194907 -3.011026 -0.04 0.04 -0.04
N -1.197573 1.700409 -2.264948 -0.01 -0.10 -0.03
H -4.464525 2.010600 -1.791444 0.00 0.00 0.00
H -3.284295 1.962735 -0.471460 0.00 0.00 0.01
H -3.489692 0.555708 -1.513972 0.02 0.00 0.00
H -3.695135 3.599943 -3.413292 -0.01 -0.02 0.02
H -1.881813 4.503480 -4.818443 0.01 0.00 -0.01
H 2.825673 3.471388 -5.083892 0.02 -0.02 0.01
```
Forces are in eV/Å.

The following is a quantum chemistry calculation of a molecular structure, C4H3N2O, from the OMol25 dataset.

HOMO energy in eV: -15.1
Frontier orbital gap in Eh: 0.3201
Charge: +1
Total energy in a.u.: -338.5362
Maximum force in eV/Å: 2.75
Energy above the lowest of the compared OMol25 structures with the same formula, charge and spin in kcal per mole: 0.0

Geometry as XYZ:
```
10
Properties=species:S:1:pos:R:3:forces:R:3
C -1.645119 -0.532673 -0.731223 1.37 0.31 -0.62
C 1.408423 0.442172 0.727338 0.12 -0.09 0.02
C -0.314247 -0.081270 -0.451621 -1.09 0.08 1.16
C -0.571775 0.031517 0.914227 0.65 -0.21 -2.67
N 0.439003 0.304416 1.664282 -1.08 -0.10 0.50
N 1.020870 0.207601 -0.543045 0.21 -0.08 -0.02
O -2.198212 -0.472186 0.399871 -0.09 0.04 1.50
H -2.149204 -0.870952 -1.629889 -0.22 -0.03 0.10
H 2.405630 0.716796 1.023025 0.17 0.06 -0.19
H 1.604632 0.254580 -1.372965 -0.03 0.03 0.23
```
Forces are in eV/Å.

The following is a quantum chemistry calculation of a molecular structure, C18H39O8PSb, from the OMol25 dataset.

HOMO energy in eV: -4.6
Frontier orbital gap in Eh: 0.2631
Charge: -1
Total energy in a.u.: -1892.7719
Maximum force in eV/Å: 0.83

Geometry as XYZ:
```
67
Properties=species:S:1:pos:R:3:forces:R:3
C 1.952533 2.256819 5.706310 0.03 0.00 0.01
C 2.198478 2.436132 4.222401 0.00 -0.10 0.00
O 1.818343 1.252300 3.505031 0.04 0.05 -0.04
P 0.387243 1.251290 2.759839 0.16 -0.14 -0.09
O -0.683161 1.797101 3.613612 0.01 0.04 0.07
C 0.604922 2.062289 1.177128 -0.10 -0.01 -0.03
C 1.142669 1.231264 0.004324 0.06 -0.05 0.26
Sb -0.316120 1.052092 -1.679224 -0.14 -0.17 0.07
C -1.234809 -0.704744 -0.671944 -0.18 -0.10 0.10
C -2.389675 -1.352766 -1.440114 0.01 -0.05 0.00
C -3.694067 -1.506601 -0.646756 -0.11 0.01 -0.07
C -4.237848 -0.217207 -0.010257 0.10 0.08 0.02
O -5.370422 0.302362 -0.694764 -0.09 -0.06 -0.05
C -5.047892 1.084804 -1.829602 0.09 0.04 0.01
C 1.168944 -0.075641 -2.863978 0.16 -0.05 0.02
C 1.282250 -1.546640 -2.494208 0.06 0.03 0.08
C 2.283188 -2.345033 -3.331447 -0.05 0.01 -0.01
O 3.578775 -2.476483 -2.709948 0.17 -0.12 -0.15
C 3.857088 -3.500305 -1.885173 -0.19 0.12 0.09
C 2.717912 -4.173889 -1.144828 0.05 -0.02 -0.08
O 5.003054 -3.806029 -1.684876 0.00 0.02 0.01
C 0.434351 2.926550 -2.756410 0.22 0.57 -0.56
C 1.731592 3.370045 -2.274545 -0.15 0.11 0.08
O 2.818255 2.972931 -2.615454 0.20 -0.20 0.03
O 1.646916 4.343633 -1.265799 -0.45 -0.15 0.10
O 0.266760 -0.293296 2.400901 -0.11 0.03 0.08
C -0.039028 -1.231061 3.446555 -0.07 0.03 0.08
C -1.141522 -2.162079 2.973788 0.01 0.00 -0.03
H 2.654449 1.537238 6.130380 -0.05 -0.04 -0.01
H 2.078672 3.207827 6.227957 0.01 -0.01 0.00
H 0.934719 1.901564 5.865714 0.00 0.07 -0.01
H 1.645051 3.301842 3.848081 0.00 -0.03 -0.01
H 3.258275 2.581750 4.008025 -0.02 0.09 0.02
H -0.385812 2.486749 0.952690 0.06 0.00 -0.05
H 1.257878 2.914487 1.401233 -0.10 0.04 0.03
H 1.307466 0.196402 0.305787 0.01 -0.03 -0.02
H 2.110377 1.604341 -0.335960 -0.06 0.04 -0.10
H -1.448642 2.100253 -0.777040 0.07 0.04 0.03
H -1.507504 0.926774 -3.000348 0.04 0.02 0.01
H -1.588631 -0.274174 0.269933 0.04 0.02 -0.02
H -0.486622 -1.447761 -0.386789 0.08 0.06 -0.08
H -2.610288 -0.788561 -2.355602 0.05 0.04 0.04
H -2.083850 -2.347331 -1.785849 -0.03 0.02 -0.04
H -3.575285 -2.277170 0.121988 0.10 0.09 0.05
H -4.483131 -1.865009 -1.316725 0.01 -0.08 0.06
H -3.460612 0.554638 0.042345 -0.01 -0.03 0.01
H -4.571947 -0.401573 1.011896 -0.05 -0.03 -0.03
H -5.128289 2.151075 -1.591002 0.02 -0.02 -0.02
H -5.749684 0.847257 -2.631949 -0.01 0.02 0.03
H -4.032582 0.894051 -2.186970 -0.04 0.01 -0.02
H 0.867375 0.035895 -3.911153 -0.02 0.02 0.03
H 2.136408 0.419562 -2.740923 -0.04 0.04 -0.03
H 1.599660 -1.625904 -1.448994 -0.11 -0.07 -0.01
H 0.304724 -2.035958 -2.564544 0.01 0.02 0.01
H 2.494525 -1.831088 -4.268745 -0.01 0.01 0.03
H 1.909745 -3.340733 -3.582957 0.02 -0.01 0.02
H 2.979827 -5.218740 -0.994361 0.00 0.03 0.03
H 2.647088 -3.690695 -0.168143 0.00 -0.02 -0.01
H 1.746985 -4.095317 -1.624219 0.01 0.01 -0.02
H -0.322396 3.697759 -2.628056 -0.09 -0.13 0.15
H 0.506204 2.632583 -3.804326 -0.01 -0.16 0.07
H 1.976882 3.946398 -0.452678 0.34 0.08 -0.06
H 0.877563 -1.775412 3.679966 0.02 0.01 -0.09
H -0.348156 -0.684398 4.340790 0.03 -0.05 0.00
H -2.127424 -1.763124 3.212127 0.01 0.03 -0.05
H -1.041804 -3.145599 3.436357 -0.04 0.03 0.04
H -1.079944 -2.277735 1.891499 0.04 -0.06 0.01
```
Forces are in eV/Å.

Question: The highest frontier orbital gap belongs to which entry?
Answer: C4H3N2O